(1)
This record from the OMol25 dataset describes 10 unconnected molecules or ions with the total composition C43H44N4O31. The level of theory is ωB97M-V/def2-TZVPD.

Structure (XYZ):
```
122
Properties=species:S:1:pos:R:3:forces:R:3
O -9.5067 -7.9534 2.9029 0.34 -0.41 -0.39
O 7.3751 -2.8541 -4.2867 0.85 -0.75 -0.26
O -2.8246 6.7400 2.2919 -1.13 -1.93 -0.03
O 7.8852 -0.1822 4.4452 -0.27 -0.71 0.17
O 3.2245 -0.1688 4.5024 -1.50 0.32 0.50
O -1.2249 -7.8792 -0.2672 -0.20 0.29 -1.36
O 2.7130 10.2006 -1.6321 -1.31 -0.63 -0.47
O 5.6987 1.2750 -7.3621 -0.86 -0.62 0.87
O 8.8068 2.7939 -0.8966 -2.41 -0.16 0.00
O -6.8471 -4.5036 1.1678 0.57 1.91 0.91
O -0.8484 7.5067 -3.0013 -1.70 -0.50 0.57
O -2.8503 -0.1255 -1.5159 -0.81 0.24 -1.09
O 4.2645 8.7944 -3.6020 4.88 2.33 0.37
O 5.6230 6.3678 1.6586 1.44 1.29 0.78
O -0.6820 -6.2257 -2.4007 -1.05 -1.68 -1.83
O -3.6355 -10.9396 -2.7665 0.52 -0.16 0.99
O -9.8385 5.9333 -2.7667 1.10 -0.31 -1.59
O -3.0306 -9.3717 -5.1295 0.44 -0.52 3.85
O -3.8481 -0.4663 7.1871 1.75 -0.37 0.63
O 9.2203 -1.4703 -6.0009 -0.18 0.22 -0.14
O 4.0702 0.4268 -5.2602 1.91 -1.61 0.24
O -8.4460 6.8915 -4.1817 -1.41 -1.50 0.88
O -7.1043 -5.5171 -1.2230 1.33 1.30 -0.92
O -9.7241 -9.0009 0.4274 0.53 0.76 -0.62
O -3.0024 2.0512 -1.8913 1.04 -2.22 -0.13
O 8.0280 -1.9620 2.4520 -3.02 -0.17 -0.12
O 0.6515 6.1414 -4.7163 0.98 0.87 0.10
O 3.2648 -2.2205 2.3383 0.54 1.71 1.69
O 9.7742 5.0995 -0.2161 3.28 0.47 -0.62
O 4.4230 4.2730 0.5394 2.82 0.52 -0.38
O -3.4640 4.6713 2.6934 0.29 0.47 -0.36
N -8.9641 5.8889 -3.6409 0.81 3.19 1.81
N -3.6636 5.8200 2.3628 0.24 1.85 0.12
N -2.3185 -1.6785 5.1532 0.70 2.12 -1.37
N -2.4006 0.9972 -1.5979 -0.96 1.58 2.41
C 6.8339 -0.7051 4.1084 -1.16 2.19 0.30
C 7.8999 3.7370 -0.4323 2.53 -2.34 -1.26
C 2.1804 9.2375 -2.4485 1.83 0.98 0.91
C -8.3713 4.6412 -4.0288 0.08 -1.88 -1.26
C 4.3260 -0.7006 4.0618 1.72 -0.06 -0.33
C -8.9011 -7.4397 1.9848 0.92 2.90 0.68
C 0.8964 8.8894 -2.3365 0.37 1.98 2.32
C 7.4850 -0.0270 -6.5541 -0.67 0.46 -1.07
C 6.7614 -1.5805 2.9496 1.43 -1.83 -1.69
C -8.3917 -7.2412 -0.4790 -1.83 -2.65 1.81
C -2.7306 -1.3131 7.5282 -1.12 -1.34 -1.00
C 5.3273 -0.1644 -5.4680 -3.32 0.77 0.35
C 4.2340 -1.6839 2.8759 1.29 -0.96 -0.43
C -2.5373 -2.3275 6.3714 1.02 -0.89 1.28
C -7.6375 -6.0622 -0.2964 -1.88 -1.12 -1.36
C 5.7627 -1.2474 -4.8288 -1.44 -1.07 0.66
C -5.1044 6.2347 2.1362 -0.20 0.07 0.80
C 5.5792 -2.0177 2.4085 2.49 -0.16 -0.01
C 2.5375 7.4882 -4.1772 -3.40 -1.19 -0.39
C 7.9420 -1.0707 -5.8751 0.87 -1.45 0.28
C -1.6272 -8.2001 -1.3855 0.41 -0.28 1.33
C 6.4192 5.5351 0.9919 -0.33 1.02 -0.66
C 8.6359 4.9322 0.0173 -4.33 0.16 1.02
C -1.2939 -3.2142 6.6387 -0.25 -0.68 0.42
C -8.0411 -6.2276 2.0888 -0.92 -0.57 1.12
C -2.4295 -9.3804 -1.5648 0.20 -1.18 0.98
C -1.9042 -7.8379 -3.8209 1.80 1.80 2.82
C 1.2064 7.1611 -4.0084 1.89 -1.06 -0.70
C 6.5874 3.5146 -0.3750 -1.43 -0.24 0.40
C 7.7429 5.8005 0.7336 -1.55 1.19 1.89
C 6.0644 0.4359 -6.5565 3.55 0.43 -0.67
C 5.6484 4.4227 0.3789 -0.07 -1.92 -0.90
C -9.0237 -7.8556 0.6020 0.39 -1.56 -3.66
C -7.6298 -5.5292 1.0229 1.01 -0.74 2.44
C 7.0609 -1.9110 -4.9521 -0.67 3.05 -0.68
C 3.1432 8.5598 -3.4268 -4.79 -2.11 0.12
C 0.3054 7.8219 -2.9983 1.09 -0.66 -2.90
C -1.0769 1.0989 -0.9639 2.92 0.21 -1.16
C -2.8204 -9.8548 -2.7316 -2.34 -1.46 -0.74
C -1.3599 -7.4294 -2.6181 -0.08 1.49 -0.31
C -4.0837 0.4740 8.2441 0.18 -1.02 -0.46
C 5.5099 -0.2817 4.6063 -0.37 -0.82 -0.33
C -2.6345 -9.1064 -3.9522 0.37 2.04 -5.12
H -0.5695 -6.0392 -1.4657 -0.10 -0.53 0.53
H 3.9798 1.0277 -6.0034 -0.20 0.52 -0.37
H -4.9537 0.0808 8.7701 -0.68 0.99 -0.22
H 5.7021 -2.7253 1.6020 -0.39 0.01 -0.24
H -9.2283 4.1124 -4.4460 0.33 -0.27 -0.54
H -0.5370 0.1730 -1.1627 -0.42 -0.17 0.08
H -4.0620 1.4316 7.7240 -0.75 0.26 0.78
H 2.4939 -0.6237 4.0772 -0.65 -0.05 -0.15
H -4.0079 -11.2202 -3.6057 0.43 0.60 -0.62
H -3.3334 0.4325 9.0337 0.55 0.19 -0.30
H -0.9456 1.3011 0.0991 -1.33 0.04 0.00
H -7.5617 4.8565 -4.7261 -0.52 -0.04 -0.19
H -3.4724 -2.8643 6.2119 -0.11 -0.72 1.10
H -1.2842 -4.1694 6.1138 -0.58 -0.12 -0.12
H 9.2988 -2.3193 -5.5597 0.18 -0.37 0.34
H -0.3001 6.2653 -4.7414 -0.53 -0.02 0.43
H -1.8130 -0.7905 7.7981 0.03 0.44 -0.37
H 6.1985 2.5859 -0.7658 -0.09 -0.05 -0.04
H 5.0753 -1.8109 -4.2154 -0.19 0.29 0.39
H 3.0655 6.9880 -4.9756 0.34 0.07 0.14
H -2.4936 -2.2775 4.3591 -0.23 0.26 -0.05
H -2.6420 -10.0062 -0.7105 -0.04 0.24 0.30
H -0.3568 -2.7845 6.2847 -0.25 0.71 0.17
H 9.6788 3.1646 -1.0506 0.18 0.72 0.26
H 3.6702 10.2679 -1.6619 0.33 -0.30 -0.60
H -5.7038 5.5513 2.7377 0.04 -0.14 -0.42
H -2.9238 -0.8712 5.1969 -0.19 0.17 -1.01
H -7.8071 -5.8941 3.0890 -0.06 0.20 0.04
H 4.6786 6.2029 1.6075 -0.18 -0.89 -0.37
H -1.1780 -3.4695 7.6920 -0.03 0.02 0.15
H 5.4797 0.4378 5.4112 -0.01 0.03 0.03
H -8.3952 -7.6679 -1.4710 -0.31 -0.11 0.04
H -1.7451 -7.0810 -4.5747 -0.35 -0.62 -0.80
H -3.0116 -1.9237 8.3863 -0.02 -0.02 0.34
H -5.4025 6.2570 1.0880 0.44 -0.29 0.08
H 8.7358 -1.4998 2.9070 -0.12 0.49 0.60
H 8.1434 6.6756 1.2236 0.13 0.22 -0.14
H 8.1185 0.4403 -7.2934 0.16 0.14 0.09
H -7.9558 3.9434 -3.3018 -0.36 0.80 0.88
H -5.2414 7.2288 2.5618 0.35 -0.02 -0.19
H -6.6363 -4.1624 0.2956 0.29 0.17 -0.65
H -9.8619 -9.3831 1.2972 -0.37 -0.08 0.55
H 0.2760 9.3866 -1.6056 0.02 0.22 0.12
H -0.4611 1.8437 -1.4680 -0.45 0.34 -0.10
```
Forces are in eV/Å.

## Properties
- DFT total energy (Eh) = -4215.80788
- orbital gap (eV) = 7.02
- maximum force (eV/A) = 5.528
- LUMO energy (eV) = -1.943
- SMILES = O=C1C=C(O)C(=O)C=C1O.O=C1C=C(O)C(=O)C=C1O.O=C1C=C(O)C(=O)C=C1O.O=C1C=C(O)C(=O)C=C1O.O=C1C=C(O)C(=O)C=C1O.O=C1C=C(O)C(=O)C=C1O.C[N+](=O)[O-].C[N+](=O)[O-].C[N+](=O)[O-].COC[C@H](C)N


(2)
This record from the OMol25 dataset describes a molecular structure, C53H49BF14Ge2N6O5PSn. The level of theory is ωB97M-V/def2-TZVPD.

Structure (XYZ):
```
132
Properties=species:S:1:pos:R:3:forces:R:3
Sn 0.9563 0.7557 -2.1313 -0.22 -0.36 0.27
Ge -1.5417 1.6085 2.9993 -0.09 0.00 0.11
Ge -2.9703 -0.5657 1.0658 -0.19 -0.25 0.23
P 1.9885 0.3134 1.2212 -0.28 -0.13 0.10
F 0.2564 4.0288 -2.5572 -0.12 -0.03 -0.02
F -0.5100 2.0057 -3.3221 0.09 -0.17 -0.07
F 7.0111 3.9221 3.8704 0.00 0.00 0.01
F 3.1941 -4.7135 -3.0067 0.00 0.00 0.00
F -1.0670 2.7421 -1.2077 -0.01 -0.10 -0.02
F 4.8556 -5.0782 -1.6755 0.00 0.00 -0.01
F -1.9912 3.7622 -3.0554 0.03 -0.02 0.00
F 6.8493 2.3356 5.3324 0.00 -0.01 0.01
F -1.0604 -4.0728 5.4781 0.01 -0.01 0.00
F -0.0100 -2.8979 6.9671 0.00 0.01 0.01
F 8.0593 2.0529 3.5631 0.00 -0.01 0.00
F 5.0524 -3.6399 -3.2829 0.00 -0.01 -0.01
F -1.9467 -2.2540 6.2410 -0.01 -0.01 0.00
F 5.8274 6.5297 -2.5029 0.02 0.00 -0.02
O 5.5015 5.5844 0.1087 -0.03 0.02 0.03
O 2.5588 2.4537 -1.3353 0.11 0.00 -0.05
O -1.9726 -1.0535 3.5497 -0.10 -0.05 -0.18
O 4.4167 1.2052 -3.5345 0.05 0.03 -0.06
O 2.2522 0.6891 -3.7188 0.11 0.20 -0.14
N -0.5542 -3.0815 -4.5563 -0.02 0.06 -0.02
N 0.3856 -1.6604 -3.1508 0.16 0.19 -0.40
N 3.5225 3.8013 -2.9043 0.01 -0.06 0.03
N 4.0123 4.0505 -0.6640 -0.02 0.05 -0.02
N -1.4805 -0.3144 2.3762 0.07 0.15 0.27
N -5.3745 -6.7115 -7.6200 -0.01 0.00 0.00
C -0.2439 -1.1983 2.3230 0.07 0.12 -0.15
C 4.5548 0.1166 2.4350 0.00 0.01 -0.06
C -3.5102 -2.4192 1.3735 0.00 -0.03 -0.02
C 3.5598 2.3012 2.3038 0.00 -0.01 0.08
C 5.7190 2.0307 3.2972 0.02 -0.03 0.01
C -3.4076 1.8014 2.5124 -0.02 -0.23 -0.17
C -1.8417 2.8484 5.5683 -0.01 0.02 0.04
C 0.7584 -2.9395 -4.9576 -0.02 -0.02 0.01
C -4.5577 -6.0997 -7.0940 0.01 -0.01 0.01
C -0.7226 -2.2890 -3.4771 -0.04 -0.09 0.24
C 4.0009 -1.7028 -1.6714 0.00 0.04 0.00
C -2.2410 -5.8402 -6.3352 0.01 -0.01 0.01
C -6.3572 1.8756 2.0054 -0.02 -0.01 0.01
C -4.0574 0.8838 1.7767 0.18 0.37 0.09
C -0.8694 -1.9955 3.4791 -0.04 -0.07 0.04
C 5.6667 0.6632 3.0515 0.00 0.03 0.01
C -4.0727 -3.1534 0.1543 -0.03 0.00 -0.04
C -0.7806 -2.8200 5.8824 0.04 -0.02 -0.04
C 2.9123 -3.4043 -0.3593 0.01 -0.01 -0.04
C 6.9198 2.5964 4.0140 0.00 0.02 -0.03
C 3.7079 -3.0363 -1.4366 -0.04 -0.02 0.00
C 2.4019 -2.4328 0.4858 0.05 0.04 0.04
C 3.2706 1.5289 -3.7246 -0.08 -0.20 0.05
C 3.4857 -0.7334 -0.8231 -0.04 -0.04 -0.07
C 4.2141 -4.1153 -2.3564 0.00 0.01 0.02
C 4.6719 2.8562 2.9240 -0.02 0.02 0.00
C -5.4828 0.9734 1.3957 -0.01 -0.05 0.04
C 3.3205 3.3912 -1.6293 -0.07 0.06 -0.02
C -0.1349 -2.0404 4.7741 -0.01 0.07 0.03
C -3.8415 -4.0836 -5.9042 0.00 0.00 0.02
C 3.4854 0.9311 2.0628 0.00 0.10 -0.06
C -2.8553 -3.3357 -5.2868 0.00 -0.01 -0.01
C 4.3679 4.8585 -3.1913 0.01 0.00 0.00
C -1.2471 1.5906 4.9235 0.01 -0.03 0.01
C 1.0922 -0.5426 2.5922 0.22 -0.05 0.15
C 4.9199 5.1081 -0.8295 0.02 0.00 -0.01
C 1.3186 -2.0579 -4.0932 0.01 -0.11 0.07
C -1.2574 -5.1002 -5.7041 -0.03 -0.02 0.01
C -0.8859 4.2226 2.0439 0.01 0.04 -0.03
C -7.6792 1.9539 1.6079 0.00 -0.01 -0.01
C -3.1304 -0.0791 -1.8244 0.02 0.05 -0.03
C -0.3368 2.7909 2.0396 -0.04 -0.08 -0.13
C 1.6039 -0.6202 3.8279 0.03 0.02 0.04
C 2.6808 -1.0852 0.2626 -0.07 -0.05 0.04
C -2.1581 -0.2887 -0.6597 0.15 -0.08 -0.18
C -3.5342 -5.3336 -6.4346 -0.02 0.01 -0.01
C -7.3114 0.2136 -0.0023 0.02 0.00 0.00
C 0.9913 -1.3580 4.9362 -0.02 0.00 -0.03
C -5.9871 0.1373 0.4032 -0.04 0.00 -0.04
C 2.8916 2.9979 -3.9460 -0.05 0.07 -0.03
C -1.5697 -3.8508 -5.1884 0.06 -0.03 0.00
C -8.1603 1.1288 0.5977 0.00 0.01 0.00
C 5.0312 5.5040 -2.2300 -0.01 -0.01 0.03
B -0.8726 3.2175 -2.5193 -0.02 0.38 0.09
H -1.4332 3.7688 5.1494 0.02 0.00 -0.01
H 3.8849 3.7204 0.2830 0.02 -0.03 0.00
H 2.5616 -0.1624 4.0384 0.00 -0.01 -0.01
H -5.3407 -0.5881 -0.0821 0.01 0.04 -0.01
H 4.7290 3.9215 3.1036 0.01 0.00 -0.01
H 1.1529 -3.4518 -5.8165 -0.01 0.01 -0.01
H -0.2181 -1.7396 1.3748 -0.04 0.03 -0.02
H -2.6127 -2.9465 1.7092 -0.06 0.02 0.00
H -0.9157 4.6566 3.0438 -0.01 -0.02 0.02
H 0.6292 2.7295 2.5447 0.01 0.04 -0.04
H 2.6991 -4.4503 -0.1792 0.00 0.00 0.00
H -3.9377 2.6883 2.8497 0.00 -0.02 0.05
H 3.2667 3.3175 -4.9162 0.04 0.03 0.03
H 2.3207 -1.6694 -4.0942 0.00 0.03 0.00
H 3.7200 0.3075 -1.0231 0.04 0.00 0.04
H -1.5256 -1.1702 -0.8221 0.06 0.06 -0.09
H -4.8465 -3.6956 -5.9926 0.00 0.00 -0.01
H -3.3747 -3.1454 -0.6854 0.02 0.02 0.00
H -3.0781 -2.3462 -4.9096 0.01 0.00 -0.02
H 4.5245 -0.9469 2.2301 0.00 0.00 0.01
H 2.7356 2.9408 2.0058 0.00 0.00 0.00
H -2.5773 0.0065 -2.7621 -0.02 0.04 -0.01
H -1.2367 -2.9838 3.1948 0.02 0.03 0.06
H -1.7081 0.6984 5.3439 0.01 -0.02 -0.01
H 4.4524 5.1420 -4.2299 0.02 -0.02 0.00
H 6.4994 0.0328 3.3344 0.00 0.00 0.00
H 1.5096 -1.3751 5.8859 0.00 0.00 0.00
H -0.2585 4.8648 1.4256 0.00 0.00 0.01
H -0.1729 1.5293 5.1135 0.00 0.01 -0.03
H -1.6319 2.8618 6.6376 -0.01 -0.01 0.00
H -1.6553 -2.2700 -2.9379 -0.03 0.14 0.00
H -8.3421 2.6589 2.0914 0.00 0.00 0.00
H -1.8918 4.2642 1.6242 0.00 -0.01 -0.02
H -5.0157 -2.7297 -0.1911 0.00 0.03 0.01
H -2.9258 2.8812 5.4509 0.00 0.00 -0.01
H -0.2578 -5.4992 -5.5966 0.00 0.01 -0.01
H -1.5068 0.5816 -0.5863 0.05 0.04 0.07
H 4.6103 -1.4014 -2.5130 0.02 0.00 0.01
H -4.2144 -2.4415 2.2056 0.02 0.01 0.00
H -6.0110 2.5130 2.8082 0.00 0.00 -0.01
H -3.6891 0.8493 -1.7029 -0.02 -0.02 0.01
H 1.8147 3.1513 -3.9122 0.02 -0.05 -0.05
H -4.2688 -4.1968 0.4016 0.01 0.00 0.00
H -9.1935 1.1990 0.2856 0.00 -0.01 0.01
H 1.8106 -2.7399 1.3392 0.01 -0.01 0.02
H -0.2050 2.4541 1.0110 0.02 -0.03 0.03
H -3.8467 -0.8972 -1.9312 0.02 0.00 0.02
H -2.0141 -6.8162 -6.7406 0.00 0.00 -0.01
H -7.6758 -0.4398 -0.7837 -0.01 0.00 0.00
```
Forces are in eV/Å.

## Properties
- DFT total energy (Eh) = -8886.36366
- orbital gap (eV) = 7.88
- maximum force (eV/A) = 0.494
- LUMO energy (eV) = -3.432
- charge = +1
- ΔE to the lowest compared entry with this formula, charge and spin (kcal/mol) = 11.15


- orbital gap of number 1 (C43H44N4O31)?
  7.02 eV